[1]
{
  "formula": "C2B4F22NNiO4S2",
  "method": "ωB97M-V/def2-TZVPD",
  "symbols": ["Ni", "B", "F", "F", "F", "F", "B", "F", "F", "F", "F", "B", "F", "F", "F", "F", "B", "F", "F", "F", "F", "C", "F", "F", "F", "S", "O", "O", "N", "S", "O", "O", "C", "F", "F", "F"],
  "xyz": [[2.1620, 19.0751, 19.0964], [1.7150, 17.4166, 20.9557], [0.8754, 18.4736, 20.6688], [1.0136, 16.2432, 20.6267], [2.8612, 17.5645, 20.1609], [1.9552, 17.3847, 22.3302], [4.1493, 20.7019, 21.4245], [3.1507, 20.8109, 22.4058], [4.5443, 21.9801, 20.9389], [5.3051, 20.0695, 21.8661], [3.6108, 19.9982, 20.3210], [1.2507, 20.9970, 18.1024], [0.8431, 20.8743, 19.4520], [2.6082, 21.1639, 18.0983], [0.9110, 19.7630, 17.5937], [0.6129, 22.0261, 17.3971], [4.2643, 18.2475, 16.6452], [4.4760, 16.8774, 16.7733], [5.5082, 18.7913, 16.3599], [3.3667, 18.5250, 15.6146], [3.6858, 18.7886, 17.8365], [1.5222, 14.5248, 18.0061], [1.3176, 13.5403, 17.1385], [0.9929, 14.1298, 19.1491], [2.8105, 14.8293, 18.1504], [0.7307, 16.1234, 17.3377], [-0.7021, 15.9888, 17.5138], [1.2869, 17.2466, 18.0496], [1.3384, 16.2396, 15.7119], [0.2030, 15.7746, 14.6689], [0.8785, 15.5774, 13.4136], [-0.7913, 14.7648, 15.0372], [-0.8038, 17.3806, 14.3974], [-2.1251, 17.2088, 14.2804], [-0.6138, 18.2697, 15.3672], [-0.4161, 17.9211, 13.2120]],
  "multiplicity": 3,
  "homo_lumo_gap_ev": [9.3, 9.3],
  "charge": -3,
  "s2": 2.002
}



[2]
{
  "formula": "C2Br2Cl2S",
  "method": "ωB97M-V/def2-TZVPD",
  "symbols": ["C", "C", "S", "Cl", "Cl", "Br", "Br"],
  "xyz": [[-0.7304, -0.0274, -0.1421], [1.6235, 0.5947, 0.4943], [-1.1748, -1.5725, -0.3499], [2.0268, 2.0251, -0.2491], [-3.1349, -1.8272, -0.0595], [-1.5408, 1.5798, 0.1639], [2.9306, -0.7726, 0.1424]],
  "homo_lumo_gap_ev": 7.3,
  "charge": 0,
  "relative_energy_kj_mol": 407.05
}



[3]
{
  "formula": "C2Br2F4O2S",
  "method": "ωB97M-V/def2-TZVPD",
  "symbols": ["C", "C", "O", "O", "F", "F", "F", "F", "S", "Br", "Br"],
  "xyz": [[0.2159, 1.5364, 0.2399], [-0.5486, 0.7181, 1.3336], [0.3170, -1.1670, 0.0745], [-0.1115, 0.4678, 2.3771], [-0.2158, 1.2329, -0.9983], [0.0519, 2.8251, 0.3656], [-1.8428, 0.4825, 0.9276], [-1.0806, -1.7874, -1.9975], [0.4325, -1.6636, -1.2711], [2.1447, 1.2251, 0.1689], [0.6373, -3.8701, -1.2204]],
  "homo_lumo_gap_ev": 10.3,
  "charge": 0,
  "relative_energy_kj_mol": 0.00
}



[4]
{
  "formula": "C2Br2O4S",
  "method": "ωB97M-V/def2-TZVPD",
  "symbols": ["C", "C", "O", "O", "O", "O", "S", "Br", "Br"],
  "xyz": [[-4.5080, -0.7188, -0.2910], [3.5731, -0.4097, -0.1451], [-5.0853, -0.0604, 0.4161], [2.9235, -1.0249, -0.9075], [-2.0330, 1.2956, -1.0562], [-1.3922, 0.4042, 1.1509], [-1.6971, 0.1404, -0.2897], [2.9693, 1.2413, 0.6247], [5.2498, -0.8677, 0.4977]],
  "homo_lumo_gap_ev": 9.4,
  "charge": 0,
  "relative_energy_kj_mol": 0.00
}